DFT (the ωB97M-V functional and the def2-TZVPD basis) results for a molecular structure, C6H19NO4Rb at a distorted geometry.

Each line ends with the natural charge from an NBO analysis.
Cartesian coordinates (Å):
Rb  -2.851  -0.090  0.589  0.99
C  0.778  3.166  -2.754  -0.27
O  0.410  2.474  -1.575  -0.57
C  1.499  2.183  -0.654  -0.09
C  1.030  1.436  0.590  -0.31
N  0.674  0.039  0.185  -0.11
C  0.304  -0.769  1.323  -0.31
C  -0.054  -2.168  0.948  -0.09
O  -0.336  -2.932  2.181  -0.54
C  0.069  -4.282  2.200  -0.26
H  1.294  4.092  -2.501  0.20
H  -0.038  3.389  -3.442  0.22
H  1.347  2.489  -3.390  0.19
H  1.773  3.160  -0.256  0.22
H  2.308  1.694  -1.198  0.21
H  0.168  1.832  1.127  0.27
H  1.791  1.535  1.363  0.30
H  1.320  -0.535  -0.338  0.42
H  -0.409  -0.298  2.000  0.23
H  1.235  -0.891  1.876  0.31
H  0.781  -2.666  0.455  0.21
H  -0.953  -2.182  0.331  0.18
H  -0.033  -4.618  3.232  0.23
H  1.091  -4.441  1.855  0.18
H  -0.671  -4.854  1.641  0.18
O  -1.850  2.687  0.190  -1.01
H  -1.334  2.975  -0.563  0.51
H  -2.265  3.485  0.517  0.50
O  -2.295  -1.769  -1.648  -1.00
H  -2.642  -1.440  -2.478  0.50
H  -2.140  -2.700  -1.806  0.50

Properties
Electronic energy ... -619.1440 Ha
Spin multiplicity ... 2
Charge ... +2
Strongest force on any atom ... 3.97 eV/A
Orbital gap (spin up / spin down) ... 10.43 / 5.21 eV